No. 1
ORCA calculation (ωB97M-V with the def2-TZVPD basis set) on a cluster of 13 separate species, C5H34NO13 in total in a non-equilibrium geometry.

Computed properties:
Largest force on an atom   3.4 eV/A
Energy above the lowest of the compared OMol25 structures with the same formula, charge and spin   97.1 kcal per mole

ORCA input file:
```
! RIJCOSX wB97M-V def2-TZVPD def2/J DEFGRID3
* xyz 1 1
O 0.3293 2.6890 0.8657
C 0.0070 2.8077 -0.2869
C -0.9480 1.9754 -1.0298
N -1.1779 0.5669 -0.5634
C -2.6828 0.2768 -0.4824
C -3.4485 1.4890 -1.1890
C -2.4168 2.6123 -1.1017
H 0.5171 3.5959 -0.9312
H -0.6337 2.0699 -2.0679
H -0.8784 0.0727 -1.4494
H -0.7253 0.3098 0.3091
H -2.8366 -0.6781 -1.0343
H -3.0020 0.0392 0.5179
H -4.3710 1.6837 -0.6343
H -3.5867 1.3629 -2.2994
H -2.3888 3.3168 -0.2302
H -2.4755 3.3714 -1.9190
H 0.9030 -1.2477 1.9771
H 1.0001 0.1851 2.2127
O 0.5167 -0.4004 1.6257
H 0.6784 -0.4372 -3.4508
H 1.6755 0.6866 -3.3705
O 0.7338 0.4369 -3.0495
H -0.2641 -2.5821 -0.0546
H -0.4471 -2.4049 -1.5952
O -0.6992 -2.0602 -0.7431
H 2.8736 3.5261 0.6681
H 2.8697 4.2119 -0.7120
O 2.6231 4.3296 0.2006
H 4.2957 0.3431 -2.9249
H 3.2923 -0.3935 -2.0696
O 3.4574 -0.1532 -3.0063
H 2.0224 1.9732 2.6146
H 3.5777 2.2206 2.3233
O 2.7531 1.6233 2.1114
H -3.6858 -3.3926 -0.4441
H -3.9527 -2.8050 0.9698
O -3.8344 -3.6531 0.5010
H 2.2477 -1.7188 -1.1899
H 2.1595 -2.9751 -0.8990
O 1.8516 -2.5183 -1.6982
H -0.8846 -4.8922 0.5169
H -1.4702 -3.7358 1.0369
O -0.5600 -4.0383 0.9339
H -1.0638 0.1920 2.4629
H -1.9577 -0.5993 3.1254
O -2.0503 -0.0629 2.3226
H 2.1766 -0.5457 0.4269
H 3.8014 -0.3034 0.1282
O 3.0662 -0.9060 0.2231
H 1.1532 -2.2897 3.5074
H 0.9941 -1.6879 4.9054
O 0.8655 -1.4865 3.9401
*
```

Mulliken population analysis, charges in e, atoms 1 to 5: -0.43 -0.57 0.48 0.89 -0.17

No. 2
ORCA calculation (ωB97M-V with the def2-TZVPD basis set) on a cluster of 13 separate species, C5H34NO13S in total in a non-equilibrium geometry.

Computed properties:
Largest force on an atom   2.1 eV/A
Energy above the lowest of the compared OMol25 structures with the same formula, charge and spin   0.0 kcal per mole

ORCA input file:
```
! RIJCOSX wB97M-V def2-TZVPD def2/J DEFGRID3
* xyz -1 1
C -0.6193 -0.6918 -0.5439
C -1.1904 0.5545 -1.3556
S -1.1069 0.5120 -3.1287
C 0.0023 -0.2471 0.7841
N 1.2722 0.2564 0.8215
C 1.8029 1.2878 -0.0768
C 1.8838 0.3765 2.1567
O -0.5110 -0.6027 1.8648
H 0.1992 -1.2355 -1.0788
H -1.5481 -1.2795 -0.3399
H -2.2658 0.6201 -1.1324
H -0.8167 1.4261 -0.8371
H 2.8733 1.2907 -0.2226
H 1.3144 1.1099 -1.0436
H 1.5003 2.2540 0.3896
H 2.9929 0.2857 2.0500
H 1.5244 -0.3497 2.8663
H 1.8357 1.3940 2.5996
H 0.4803 1.7665 -3.0922
H 1.9613 2.0023 -2.7886
O 1.2048 2.5119 -3.1204
H -0.4794 3.1438 -0.0893
H -0.2772 3.9443 1.1953
O -0.7075 3.1134 0.8793
H 2.8795 -2.7876 1.4340
H 3.2505 -1.6482 0.5759
O 3.4100 -2.5989 0.6515
H -1.3913 -2.0017 1.6732
H -1.3042 -3.1025 0.4891
O -1.3412 -2.9647 1.4495
H 0.1862 3.4882 -2.3700
H -1.2965 3.5153 -1.8187
O -0.4485 3.9668 -1.7500
H -3.1987 0.5601 2.3571
H -2.5139 -0.8818 2.3667
O -2.9936 -0.2310 2.8642
H -2.9324 2.1443 2.0173
H -2.3089 2.0742 0.6035
O -3.1533 1.9615 1.0947
H -1.7522 1.3311 3.6415
H -0.9610 2.4093 2.7954
O -1.7382 2.2753 3.3824
H 2.4508 -1.3809 -1.4357
H 2.0686 -1.1240 -2.8835
O 2.4534 -0.6739 -2.1025
H 2.0771 -3.5156 -0.2501
H 0.8371 -4.2325 0.3688
O 1.2284 -3.9316 -0.4628
H 0.1252 -1.3194 -3.6995
H -0.3796 -2.2997 -2.7225
O 0.3214 -2.2598 -3.4123
H 0.4005 -3.5921 2.6925
H 0.9016 -2.1716 2.5915
O 1.2175 -3.0854 2.5963
*
```

Mulliken population analysis, charges in e, atoms 1 to 5: -0.05 0.81 -0.65 0.39 1.39

No. 3
ORCA calculation (ωB97M-V with the def2-TZVPD basis set) on a cluster of 11 separate species, C5H35N2O10 in total in a non-equilibrium geometry.

Computed properties:
Largest force on an atom   4.3 eV/A
Energy above the lowest of the compared OMol25 structures with the same formula, charge and spin   7.6 kcal per mole

ORCA input file:
```
! RIJCOSX wB97M-V def2-TZVPD def2/J DEFGRID3
* xyz 2 2
N -0.2638 0.4660 -1.5973
C 1.1362 0.8738 -2.0026
C 1.3794 0.3494 -3.4029
C 2.1898 0.2826 -1.0444
N 2.2954 0.9711 0.2489
C 2.8204 0.0610 1.2789
C 3.0912 2.2062 0.1594
H -0.7424 1.0713 -0.8397
H -0.9314 0.5799 -2.3746
H -0.2684 -0.5311 -1.2839
H 1.1765 1.9667 -2.0070
H 0.6624 0.7487 -4.1159
H 2.3641 0.6643 -3.7637
H 1.3313 -0.7415 -3.4686
H 1.9580 -0.7677 -0.8574
H 3.1636 0.2971 -1.5597
H 3.7642 -0.3937 0.9575
H 2.9486 0.5674 2.2336
H 2.0875 -0.7322 1.4859
H 2.6411 2.8874 -0.5576
H 4.1072 1.9885 -0.1625
H 3.1375 2.7183 1.1218
H -2.6816 4.6185 1.4279
H -1.4681 3.6245 1.5921
O -1.9659 4.1509 0.9495
H -0.1343 1.8838 1.7090
H -0.2665 2.2984 3.1681
O -0.7713 2.1692 2.3531
H -0.3743 -2.2479 -0.0566
H -0.4916 -2.8925 -1.5114
O 0.0104 -2.2585 -0.9980
H -2.9588 -0.0971 2.8032
H -1.7609 0.6851 2.1553
O -2.2362 -0.1682 2.1718
H 3.0276 -3.5590 -0.6940
H 1.5128 -3.0952 -0.5619
O 2.2468 -3.5760 -0.1221
H -3.8420 0.2321 -3.0817
H -3.1757 -0.2882 -1.7818
O -3.0948 0.3911 -2.4923
H -0.1422 -2.6573 1.9046
H -1.3576 -1.6602 1.8042
O -1.0066 -2.5060 1.4396
H 1.9211 -3.2148 1.5904
H 1.6150 -3.5644 3.0704
O 1.5353 -2.8566 2.4316
H -2.1781 2.6510 0.1008
H -2.8110 1.6485 -0.9044
O -2.1756 1.6937 -0.1710
H -2.8665 -2.1491 -0.0256
H -2.8439 -0.6740 0.4634
O -3.0467 -1.2457 -0.3155
*
```

Mulliken population analysis, charges in e, atoms 1 to 5: 0.25 0.49 -1.62 -0.51 0.47

No. 4
ORCA calculation (ωB97M-V with the def2-TZVPD basis set) on a cluster of 12 separate species, C5H35N2O12 in total in a non-equilibrium geometry.

Computed properties:
Largest force on an atom   3.7 eV/A
Energy above the lowest of the compared OMol25 structures with the same formula, charge and spin   91.8 kcal per mole

ORCA input file:
```
! RIJCOSX wB97M-V def2-TZVPD def2/J DEFGRID3
* xyz 1 1
N -1.2862 -0.3143 1.8749
C -0.4636 -0.4102 0.6312
C 0.7904 -1.3025 0.7834
C -0.1844 1.0621 0.1481
N -0.0331 1.1379 -1.2255
C -0.0039 2.5655 -1.7195
C 0.7390 0.1469 -1.9796
O -0.3174 2.0444 0.8529
H -2.2537 -0.2937 1.6381
H -1.2383 0.6212 2.4879
H -1.3555 -1.0522 2.5856
H -1.1106 -0.9694 -0.0755
H 1.2513 -1.1011 1.7714
H 1.5276 -1.3775 -0.0264
H 0.3547 -2.3079 0.9072
H 0.6192 2.4430 -2.6086
H 0.5517 3.1277 -1.0172
H -1.0273 2.9260 -1.8407
H 1.7644 0.3015 -1.6904
H 0.6526 0.5217 -3.0773
H 0.3456 -0.8147 -1.8429
H -3.1187 -1.0021 4.4021
H -2.3147 0.4928 4.9423
O -2.4058 -0.3522 4.4357
H 0.4490 -2.3671 -5.4214
H 1.2288 -1.6853 -4.2825
O 0.4845 -1.5876 -4.8750
H -0.6395 2.3762 3.2541
H -1.6772 2.6064 2.3463
O -1.5398 2.0235 3.1382
H 3.6809 -0.9053 -4.3337
H 3.6341 -1.5651 -2.9234
O 3.3457 -1.6493 -3.8302
H -0.5400 -2.3733 4.2046
H 0.7982 -3.0746 3.5364
O 0.0414 -2.4488 3.4527
H 3.5074 1.5287 -3.2616
H 4.4462 2.1576 -2.3730
O 3.6870 1.5014 -2.3100
H -4.2696 1.1810 -0.4059
H -3.3764 1.1085 -1.6124
O -4.2386 0.8123 -1.2873
H 2.1634 3.3822 2.5179
H 3.1004 3.3472 3.7044
O 2.2216 3.6358 3.4367
H -3.2177 -1.9715 -2.4312
H -3.6787 -0.8954 -1.2891
O -3.0831 -1.6357 -1.5302
H 3.6112 -0.4163 0.8113
H 2.6910 0.1504 -0.3437
O 3.5546 -0.1598 -0.1034
H -2.4787 -3.5624 1.2797
H -2.9555 -2.8068 -0.1209
O -2.4338 -2.7999 0.6957
*
```

Mulliken population analysis, charges in e, atoms 1 to 5: 0.15 0.68 -1.68 0.17 0.52